[1]
The following is a DFT calculation (the ωB97M-V functional and the def2-TZVPD basis) of C2H4IN in the gas phase.

## Properties
SMILES: C=NCI
Total energy in eV: -11726.93383
Kohn-Sham gap in eV: 9.48
LUMO level in eV: 0.2
Strongest force on any atom in eV Å⁻¹: 4.4

Structure (XYZ):
```
8
Properties=species:S:1:pos:R:3:forces:R:3
I -2.5548 -0.0933 0.0097 0.92 0.68 0.29
N 0.7859 0.1238 -0.1576 -2.64 2.32 -0.69
C -0.7474 1.1114 0.0306 2.94 -2.05 -2.57
C 0.7438 -1.1116 0.0027 1.86 -0.99 -0.96
H 1.5522 -1.7961 -0.4888 -0.89 1.50 1.12
H -0.6558 1.6252 -1.0158 -0.34 -0.87 2.33
H -0.5776 1.7513 0.8843 -0.35 0.00 0.09
H 0.0518 -1.6608 0.5780 -1.52 -0.59 0.39
```
Positions in Å, forces in eV/Å.



[2]
The following is a DFT calculation (the ωB97M-V functional and the def2-TZVPD basis) of 2 unconnected molecules or ions with the total composition C2H4INO.

## Properties
Total energy in eV: -13770.07878
Kohn-Sham gap in eV: 5.48
LUMO level in eV: -2.4
Strongest force on any atom in eV Å⁻¹: 3.2

Structure (XYZ):
```
9
Properties=species:S:1:pos:R:3:forces:R:3
I -0.5689 -1.9871 -1.6440 -0.16 -0.69 -0.57
O 0.5206 1.4031 -1.8440 0.35 1.34 -1.18
N -0.5364 -1.1013 2.4332 0.31 0.69 -1.75
C -0.1673 -0.4002 -0.5942 -0.45 -1.09 3.01
C 0.1945 0.8358 -0.6567 0.49 1.53 -0.38
H 0.2273 1.0105 -2.6888 -0.04 -0.38 1.05
H 0.4255 -1.2420 2.7448 0.29 -0.46 -0.03
H 0.3422 1.6143 0.1321 -0.26 -1.28 -0.37
H -0.4375 -0.1330 2.1176 -0.53 0.36 0.24
```
Positions in Å, forces in eV/Å.



[3]
The following is a DFT calculation (the ωB97M-V functional and the def2-TZVPD basis) of 2 unconnected molecules or ions with the total composition C2H4INO.

## Properties
SMILES: COC#N.I
Total energy in eV: -13774.68022
Kohn-Sham gap in eV: 9.90
LUMO level in eV: 0.3
Strongest force on any atom in eV Å⁻¹: 3.4

Structure (XYZ):
```
9
Properties=species:S:1:pos:R:3:forces:R:3
I -4.1121 -0.0671 -0.1088 -2.14 -1.35 -0.83
O 0.5976 -0.7450 -0.8063 -0.85 1.06 -0.46
N -0.8597 0.8341 0.2521 -0.81 0.02 -0.66
C -0.3841 0.0342 -0.4358 1.20 0.11 0.91
C 1.7019 -0.2774 -0.0079 2.29 -2.11 1.44
H 2.0390 0.7395 -0.0739 -0.41 0.72 -1.21
H -2.9508 0.7492 0.4122 1.72 1.28 0.82
H 2.5833 -0.9621 -0.3009 -1.50 1.01 0.86
H 1.3849 -0.3054 1.0693 0.50 -0.74 -0.87
```
Positions in Å, forces in eV/Å.



[4]
The following is a DFT calculation (the ωB97M-V functional and the def2-TZVPD basis) of C2H4INO in the gas phase.

## Properties
SMILES: CO/N=C/I
Total energy in eV: -13774.07381
Kohn-Sham gap in eV: 9.57
LUMO level in eV: 0.5
Strongest force on any atom in eV Å⁻¹: 3.7

Structure (XYZ):
```
9
Properties=species:S:1:pos:R:3:forces:R:3
I -4.4488 -0.0390 0.0777 0.42 0.05 -0.16
O -0.3566 0.3937 -0.4372 2.86 1.24 -0.84
N -1.5467 0.0527 -0.0476 -2.55 -1.57 0.31
C 0.6170 -0.3126 0.3392 -2.16 1.22 2.78
C -2.5360 0.6148 -0.5881 -0.79 -1.47 2.26
H 0.5072 -1.3422 0.2473 -0.57 -1.90 -0.24
H 0.4878 -0.0326 1.4368 0.14 -0.36 -1.34
H 1.5768 -0.0849 0.0654 2.15 1.13 -1.13
H -2.6595 1.5283 -1.0492 0.49 1.66 -1.64
```
Positions in Å, forces in eV/Å.



> total energy of number 4 (C2H4INO)?

-13774.07381 eV



> Among the records above, which one has the lowest strongest force on any atom?

number 2



> Number 4 is which compound?

C2H4INO



> Look up the LUMO level of the third one.

0.3 eV